*1*
DFT (the ωB97M-V functional and the def2-TZVPD basis) results for a cluster of 14 separate species, C84H210N14 in total.

CARTESIAN COORDINATES (ANGSTROEM)
C 3.915 -2.689 -5.328
C 3.775 -3.816 -4.313
N 4.925 -3.840 -3.375
C 4.656 -3.002 -2.177
C 5.908 -2.703 -1.436
C 5.346 -5.222 -3.013
C 6.116 -5.884 -4.169
H 3.769 -1.697 -4.900
H 3.279 -2.820 -6.204
H 4.922 -2.729 -5.742
H 2.841 -3.871 -3.752
H 3.783 -4.721 -4.921
H 4.261 -2.066 -2.572
H 3.916 -3.453 -1.516
H 6.626 -2.344 -2.173
H 5.788 -1.919 -0.687
H 6.353 -3.532 -0.885
H 4.461 -5.787 -2.721
H 6.018 -5.233 -2.155
H 6.994 -5.317 -4.480
H 5.526 -6.218 -5.023
H 6.554 -6.812 -3.802
C -2.019 -5.137 -0.469
C -1.948 -5.046 -2.012
N -0.580 -4.990 -2.452
C -0.486 -4.537 -3.855
C -1.059 -3.237 -4.208
C 0.098 -6.297 -2.332
C 1.638 -6.162 -2.415
H -1.547 -4.272 -0.004
H -1.490 -5.991 -0.048
H -3.060 -5.174 -0.146
H -2.633 -5.769 -2.456
H -2.346 -4.064 -2.270
H 0.563 -4.390 -4.113
H -0.735 -5.325 -4.565
H -2.148 -3.190 -4.222
H -0.794 -2.466 -3.484
H -0.695 -2.886 -5.173
H -0.217 -6.955 -3.141
H -0.175 -6.785 -1.396
H 2.071 -7.150 -2.256
H 2.053 -5.505 -1.651
H 1.938 -5.957 -3.443
C -0.620 5.795 1.930
C -1.100 4.356 2.052
N -2.072 4.142 3.117
C -2.803 2.863 3.011
C -3.620 2.650 1.703
C -1.472 4.206 4.418
C -2.550 4.595 5.424
H 0.246 5.908 1.278
H -0.374 6.194 2.914
H -1.433 6.323 1.431
H -1.467 4.127 1.052
H -0.200 3.751 2.160
H -2.079 2.062 3.156
H -3.485 2.784 3.857
H -3.069 2.860 0.786
H -3.956 1.615 1.649
H -4.513 3.266 1.592
H -0.750 5.021 4.472
H -0.988 3.321 4.829
H -3.206 5.353 4.996
H -2.122 4.938 6.366
H -3.170 3.724 5.639
C 2.569 3.053 4.770
C 2.166 3.096 6.258
N 0.763 2.806 6.417
C 0.218 3.370 7.653
C 0.925 2.858 8.936
C 0.527 1.355 6.214
C -0.909 0.854 6.311
H 2.609 2.035 4.383
H 3.546 3.496 4.576
H 1.855 3.622 4.175
H 2.743 2.326 6.769
H 2.478 4.038 6.710
H -0.850 3.158 7.705
H 0.344 4.449 7.567
H 0.731 1.796 9.087
H 0.649 3.423 9.826
H 2.015 2.815 8.948
H 0.863 1.009 5.236
H 1.165 0.815 6.914
H -1.526 1.257 5.508
H -0.973 -0.224 6.160
H -1.380 1.162 7.244
C -4.838 -0.338 -4.879
C -5.516 -1.286 -3.848
N -5.510 -0.872 -2.430
C -6.366 0.329 -2.313
C -6.338 0.951 -0.871
C -5.930 -1.964 -1.545
C -4.880 -3.096 -1.474
H -5.012 -0.625 -5.916
H -3.793 -0.152 -4.629
H -5.299 0.647 -4.809
H -6.587 -1.378 -4.025
H -5.138 -2.299 -3.990
H -5.901 1.092 -2.937
H -7.366 0.150 -2.709
H -6.881 1.896 -0.831
H -6.880 0.274 -0.211
H -5.305 1.080 -0.547
H -6.882 -2.441 -1.775
H -6.062 -1.508 -0.563
H -5.202 -3.950 -0.878
H -3.961 -2.710 -1.032
H -4.697 -3.527 -2.459
C 7.044 -2.849 2.491
C 5.973 -1.792 2.839
N 5.780 -0.881 1.695
C 6.953 -0.022 1.513
C 7.027 1.066 2.595
C 4.437 -0.276 1.685
C 4.233 0.570 0.472
H 6.959 -3.244 1.479
H 6.908 -3.702 3.156
H 8.063 -2.493 2.639
H 5.086 -2.369 3.097
H 6.334 -1.322 3.754
H 7.875 -0.604 1.526
H 7.015 0.363 0.496
H 7.060 0.625 3.591
H 7.982 1.569 2.444
H 6.312 1.885 2.667
H 4.327 0.338 2.579
H 3.677 -1.048 1.809
H 4.372 0.054 -0.478
H 4.862 1.460 0.462
H 3.220 0.966 0.404
C 1.511 3.068 -7.845
C 0.472 2.529 -6.913
N 0.986 1.525 -5.985
C 1.958 2.076 -5.047
C 3.016 1.031 -4.666
C -0.143 0.875 -5.338
C -0.998 0.056 -6.314
H 1.983 2.293 -8.450
H 2.264 3.635 -7.298
H 1.044 3.763 -8.543
H -0.078 3.286 -6.355
H -0.247 2.108 -7.616
H 2.552 2.871 -5.497
H 1.531 2.419 -4.105
H 3.549 0.627 -5.527
H 3.734 1.429 -3.949
H 2.575 0.123 -4.255
H -0.726 1.575 -4.738
H 0.331 0.130 -4.700
H -1.768 -0.489 -5.768
H -0.368 -0.622 -6.888
H -1.513 0.693 -7.033
C -3.295 3.006 -2.322
C -3.209 4.517 -2.046
N -4.539 5.135 -1.982
C -5.329 4.644 -0.885
C -6.753 5.197 -0.834
C -4.403 6.594 -2.060
C -3.810 7.310 -0.843
H -4.057 2.667 -3.023
H -3.412 2.481 -1.373
H -2.355 2.659 -2.751
H -2.534 4.712 -1.213
H -2.665 4.944 -2.889
H -4.805 4.781 0.060
H -5.375 3.566 -1.045
H -7.237 5.313 -1.803
H -6.804 6.202 -0.414
H -7.289 4.581 -0.113
H -3.853 6.909 -2.947
H -5.386 7.047 -2.182
H -4.213 6.887 0.077
H -2.728 7.240 -0.727
H -4.092 8.363 -0.825
C 2.615 -1.580 4.937
C 2.666 -1.980 6.370
N 1.377 -2.550 6.879
C 1.339 -2.458 8.347
C 1.145 -1.123 9.031
C 1.201 -3.920 6.382
C -0.102 -4.599 6.737
H 2.388 -2.397 4.252
H 3.510 -1.059 4.597
H 1.717 -0.968 4.855
H 3.446 -2.687 6.654
H 2.859 -1.052 6.909
H 0.584 -3.103 8.798
H 2.271 -2.873 8.730
H 1.982 -0.481 8.756
H 0.269 -0.655 8.583
H 1.005 -1.207 10.109
H 2.066 -4.479 6.739
H 1.294 -3.916 5.296
H -0.948 -3.913 6.701
H -0.074 -5.107 7.701
H -0.268 -5.331 5.947
C -0.660 -3.151 3.044
C -1.502 -2.285 3.932
N -2.847 -2.802 4.135
C -3.516 -1.997 5.212
C -4.920 -2.472 5.496
C -3.627 -2.962 2.922
C -3.837 -1.704 2.028
H 0.357 -2.773 3.142
H -0.925 -3.154 1.986
H -0.642 -4.184 3.391
H -1.022 -2.122 4.897
H -1.613 -1.245 3.623
H -2.992 -2.122 6.159
H -3.565 -0.939 4.954
H -4.994 -3.556 5.590
H -5.225 -2.049 6.454
H -5.584 -2.108 4.712
H -4.605 -3.363 3.188
H -3.196 -3.755 2.311
H -4.655 -1.790 1.313
H -2.985 -1.509 1.377
H -4.061 -0.803 2.598
C 1.202 -8.548 0.787
C 2.352 -7.481 0.724
N 3.006 -7.015 1.938
C 3.959 -5.902 1.780
C 3.302 -4.583 1.411
C 2.063 -6.853 3.069
C 2.709 -6.487 4.419
H 1.525 -9.425 1.348
H 0.971 -8.874 -0.227
H 0.302 -8.068 1.171
H 3.108 -7.924 0.076
H 2.030 -6.566 0.226
H 4.651 -5.808 2.617
H 4.664 -6.285 1.042
H 2.791 -4.167 2.279
H 4.039 -3.843 1.099
H 2.564 -4.589 0.609
H 1.463 -7.757 3.179
H 1.364 -6.044 2.856
H 3.189 -5.509 4.420
H 3.440 -7.235 4.725
H 1.920 -6.561 5.167
C 3.581 4.139 1.286
C 2.875 4.011 -0.091
N 2.427 5.327 -0.566
C 1.617 5.228 -1.786
C 0.371 4.346 -1.555
C 3.574 6.231 -0.819
C 3.282 7.624 -1.398
H 3.185 4.965 1.877
H 4.649 4.331 1.183
H 3.539 3.234 1.891
H 3.561 3.495 -0.763
H 2.005 3.364 0.014
H 2.113 4.873 -2.689
H 1.216 6.234 -1.914
H -0.320 4.319 -2.397
H -0.205 4.805 -0.752
H 0.687 3.320 -1.363
H 4.031 6.375 0.160
H 4.317 5.786 -1.481
H 3.321 7.548 -2.485
H 2.317 8.049 -1.124
H 3.971 8.440 -1.177
C 0.591 1.083 2.174
C -0.397 0.725 1.060
N 0.331 0.124 -0.074
C -0.372 0.366 -1.319
C -1.741 -0.329 -1.468
C 0.702 -1.293 0.180
C 1.361 -1.967 -1.004
H 0.104 1.394 3.098
H 1.380 1.799 1.943
H 1.113 0.175 2.476
H -1.188 0.054 1.394
H -0.867 1.655 0.741
H -0.465 1.452 -1.312
H 0.276 0.212 -2.181
H -2.460 -0.119 -0.676
H -2.218 0.026 -2.381
H -1.549 -1.381 -1.683
H -0.240 -1.811 0.366
H 1.343 -1.336 1.060
H 1.768 -2.932 -0.700
H 2.217 -1.440 -1.427
H 0.650 -2.114 -1.817
C -4.655 4.318 -5.820
C -3.511 3.328 -6.247
N -3.216 3.495 -7.696
C -4.373 3.211 -8.586
C -5.049 1.875 -8.256
C -2.526 4.742 -8.040
C -1.896 4.698 -9.456
H -5.582 4.140 -6.365
H -4.337 5.353 -5.951
H -4.821 4.263 -4.744
H -2.598 3.474 -5.671
H -3.851 2.317 -6.021
H -5.093 4.029 -8.562
H -3.987 3.240 -9.605
H -4.378 1.065 -7.973
H -5.673 2.106 -7.393
H -5.711 1.529 -9.049
H -1.737 4.856 -7.297
H -3.242 5.561 -7.969
H -1.194 3.866 -9.415
H -1.319 5.609 -9.615
H -2.605 4.558 -10.272

The value obtained for the HOMO-LUMO gap is 8.68 eV. For the HOMO energy, the calculation gives -7.9632 eV. Its multiplicity is 1. Its net charge is 0.


*2*
DFT (the ωB97M-V functional and the def2-TZVPD basis) results for a cluster of 14 separate species, C84H210N14 in total.

CARTESIAN COORDINATES (ANGSTROEM)
C -8.398 -31.035 -16.397
C -9.772 -30.434 -16.105
N -10.046 -30.541 -14.682
C -9.819 -31.879 -14.095
C -10.664 -32.967 -14.765
C -11.333 -29.891 -14.307
C -11.367 -28.392 -14.660
H -7.666 -30.467 -15.792
H -8.163 -30.995 -17.493
H -8.360 -32.070 -16.054
H -9.796 -29.359 -16.274
H -10.575 -30.877 -16.798
H -8.748 -32.145 -14.110
H -10.102 -31.912 -12.981
H -10.418 -33.237 -15.767
H -10.405 -33.856 -14.168
H -11.745 -32.795 -14.711
H -11.482 -29.982 -13.192
H -12.160 -30.389 -14.827
H -11.316 -28.305 -15.739
H -10.636 -27.798 -14.162
H -12.348 -27.913 -14.456
C -13.707 -20.648 -13.872
C -13.457 -20.203 -12.439
N -13.465 -18.770 -12.393
C -14.551 -18.251 -11.634
C -14.272 -18.089 -10.066
C -12.114 -18.177 -12.193
C -11.155 -18.511 -13.317
H -12.852 -20.548 -14.552
H -14.612 -20.131 -14.223
H -13.844 -21.793 -14.027
H -14.283 -20.732 -11.786
H -12.539 -20.703 -12.102
H -14.742 -17.196 -11.883
H -15.375 -18.949 -11.726
H -13.456 -17.408 -9.878
H -15.173 -17.704 -9.623
H -14.067 -19.050 -9.572
H -11.647 -18.510 -11.184
H -12.319 -17.098 -12.148
H -10.900 -19.616 -13.331
H -10.300 -17.862 -13.089
H -11.555 -18.289 -14.327
C -10.578 -19.989 -8.698
C -9.788 -20.621 -9.875
N -8.407 -20.753 -9.567
C -8.188 -21.838 -8.607
C -6.803 -22.045 -8.065
C -7.501 -20.750 -10.715
C -7.202 -19.337 -11.184
H -10.692 -20.759 -7.992
H -11.647 -19.727 -9.054
H -10.113 -19.065 -8.335
H -10.275 -21.574 -10.190
H -9.896 -19.850 -10.646
H -8.731 -21.517 -7.726
H -8.600 -22.821 -8.975
H -6.117 -22.609 -8.631
H -6.433 -21.002 -7.929
H -6.739 -22.468 -7.075
H -7.997 -21.272 -11.563
H -6.644 -21.317 -10.427
H -6.768 -19.334 -12.173
H -6.494 -18.885 -10.463
H -8.087 -18.721 -11.203
C -9.202 -21.548 -15.698
C -10.309 -21.788 -16.723
N -10.926 -23.071 -16.572
C -12.361 -23.014 -16.587
C -13.126 -24.161 -16.016
C -10.253 -24.172 -17.244
C -10.647 -24.480 -18.666
H -8.520 -22.399 -15.491
H -9.738 -21.308 -14.770
H -8.607 -20.669 -16.031
H -11.022 -20.997 -16.574
H -9.821 -21.552 -17.699
H -12.766 -22.695 -17.517
H -12.661 -22.171 -15.854
H -14.157 -23.886 -15.786
H -12.559 -24.453 -15.162
H -13.079 -25.075 -16.581
H -9.203 -23.960 -17.169
H -10.405 -25.124 -16.614
H -10.160 -25.357 -19.049
H -11.742 -24.606 -18.776
H -10.459 -23.573 -19.171
C -11.423 -24.384 -8.508
C -10.748 -25.149 -9.705
N -11.710 -25.914 -10.518
C -12.705 -24.978 -11.046
C -12.177 -23.724 -11.700
C -11.128 -26.712 -11.600
C -10.388 -27.968 -11.193
H -12.208 -23.637 -8.918
H -10.684 -23.832 -7.906
H -11.810 -25.180 -7.852
H -10.231 -24.343 -10.240
H -9.953 -25.790 -9.328
H -13.353 -25.613 -11.587
H -13.317 -24.647 -10.218
H -12.206 -22.965 -10.855
H -11.109 -23.717 -12.071
H -12.820 -23.358 -12.430
H -10.557 -26.072 -12.266
H -12.023 -26.949 -12.212
H -11.004 -28.642 -10.577
H -9.500 -27.703 -10.654
H -10.142 -28.572 -12.025
C -9.803 -27.450 -6.989
C -9.181 -28.077 -5.764
N -9.709 -27.537 -4.475
C -11.182 -27.466 -4.371
C -11.900 -28.842 -4.355
C -9.190 -26.196 -4.120
C -7.668 -26.058 -4.212
H -10.886 -27.724 -7.022
H -9.277 -27.879 -7.849
H -9.656 -26.388 -7.000
H -9.287 -29.151 -5.802
H -8.079 -27.968 -5.711
H -11.374 -26.934 -3.446
H -11.664 -26.798 -5.150
H -12.959 -28.620 -4.086
H -12.046 -29.215 -5.389
H -11.405 -29.603 -3.779
H -9.444 -25.875 -3.154
H -9.638 -25.470 -4.765
H -7.276 -25.117 -3.799
H -7.231 -26.142 -5.236
H -7.363 -26.998 -3.655
C -14.392 -29.087 -12.225
C -14.724 -30.494 -11.485
N -15.509 -31.438 -12.265
C -16.849 -30.908 -12.611
C -17.344 -31.306 -13.962
C -15.361 -32.887 -12.088
C -14.021 -33.354 -12.579
H -14.076 -29.255 -13.243
H -13.548 -28.705 -11.717
H -15.223 -28.312 -12.158
H -13.717 -30.965 -11.356
H -15.141 -30.293 -10.489
H -17.605 -31.208 -11.907
H -16.790 -29.832 -12.557
H -16.732 -30.780 -14.729
H -17.416 -32.357 -14.241
H -18.276 -30.838 -14.182
H -16.151 -33.465 -12.572
H -15.395 -33.186 -11.014
H -13.987 -34.393 -12.339
H -13.241 -32.974 -11.926
H -13.852 -33.143 -13.622
C -14.822 -27.001 -7.132
C -14.758 -28.009 -8.273
N -15.818 -29.036 -8.256
C -15.867 -29.771 -6.951
C -14.766 -30.958 -6.899
C -17.135 -28.535 -8.628
C -18.129 -29.597 -9.188
H -14.253 -27.254 -6.215
H -15.851 -26.892 -6.859
H -14.415 -26.031 -7.442
H -14.746 -27.401 -9.229
H -13.798 -28.487 -8.219
H -16.857 -30.227 -6.993
H -15.642 -29.126 -6.077
H -15.237 -31.774 -6.218
H -13.777 -30.640 -6.618
H -14.656 -31.380 -7.953
H -17.650 -28.050 -7.758
H -17.055 -27.881 -9.441
H -17.808 -29.961 -10.177
H -18.174 -30.478 -8.487
H -19.181 -29.214 -9.268
C -16.512 -25.501 -12.905
C -16.300 -25.324 -11.436
N -16.013 -23.925 -11.084
C -17.212 -23.139 -11.304
C -17.177 -22.272 -12.532
C -15.659 -23.792 -9.710
C -15.028 -22.466 -9.421
H -17.538 -25.254 -13.296
H -16.348 -26.550 -13.260
H -15.796 -24.872 -13.443
H -17.091 -25.845 -10.954
H -15.429 -25.949 -11.250
H -18.212 -23.675 -11.203
H -17.307 -22.504 -10.405
H -16.367 -21.662 -12.678
H -17.262 -22.840 -13.426
H -17.982 -21.530 -12.493
H -15.042 -24.629 -9.386
H -16.639 -23.918 -9.136
H -15.606 -21.597 -9.698
H -14.073 -22.356 -10.008
H -14.677 -22.425 -8.356
C -20.881 -27.781 -4.847
C -20.199 -26.486 -4.334
N -19.109 -26.671 -3.341
C -19.735 -26.972 -2.002
C -18.661 -27.385 -1.045
C -18.295 -25.465 -3.281
C -17.118 -25.504 -4.256
H -21.097 -28.448 -3.993
H -20.196 -28.402 -5.439
H -21.791 -27.613 -5.462
H -19.712 -25.926 -5.154
H -20.968 -25.818 -3.894
H -20.270 -26.107 -1.572
H -20.468 -27.724 -2.142
H -19.027 -27.721 -0.052
H -18.003 -28.184 -1.596
H -18.008 -26.534 -0.804
H -17.941 -25.333 -2.240
H -18.912 -24.577 -3.505
H -16.941 -26.603 -4.308
H -16.158 -25.137 -3.817
H -17.196 -25.186 -5.296
C -4.240 -26.903 -6.791
C -5.572 -27.448 -7.342
N -5.428 -27.657 -8.770
C -6.682 -27.484 -9.409
C -7.007 -26.043 -9.852
C -5.044 -29.070 -9.006
C -4.333 -29.222 -10.296
H -4.381 -26.731 -5.719
H -4.087 -25.982 -7.320
H -3.351 -27.520 -6.973
H -5.824 -28.385 -6.876
H -6.259 -26.606 -7.140
H -6.821 -28.150 -10.254
H -7.420 -27.840 -8.666
H -6.139 -25.604 -10.346
H -7.896 -26.064 -10.529
H -7.314 -25.448 -8.924
H -5.916 -29.764 -8.904
H -4.346 -29.366 -8.197
H -4.171 -30.294 -10.466
H -3.416 -28.714 -10.184
H -4.859 -28.769 -11.117
C -7.822 -33.263 -11.288
C -7.908 -32.149 -10.180
N -9.055 -32.259 -9.289
C -8.892 -31.286 -8.200
C -7.799 -31.714 -7.196
C -10.314 -32.074 -10.031
C -11.488 -32.221 -9.083
H -6.890 -33.129 -11.803
H -8.686 -33.227 -11.978
H -7.888 -34.125 -10.718
H -6.918 -32.328 -9.611
H -7.912 -31.111 -10.542
H -9.794 -31.202 -7.661
H -8.704 -30.298 -8.639
H -8.101 -32.617 -6.907
H -7.882 -30.949 -6.433
H -6.763 -31.662 -7.578
H -10.465 -31.120 -10.611
H -10.368 -32.950 -10.671
H -11.517 -33.165 -8.595
H -11.606 -31.520 -8.209
H -12.434 -32.180 -9.658
C -9.046 -21.557 -4.380
C -10.344 -21.730 -5.189
N -11.519 -21.409 -4.310
C -12.733 -21.827 -4.941
C -13.990 -21.714 -4.100
C -11.581 -19.975 -3.837
C -11.919 -18.980 -4.911
H -8.809 -20.485 -4.193
H -8.286 -22.062 -4.914
H -9.044 -21.932 -3.356
H -10.259 -21.181 -6.130
H -10.524 -22.778 -5.437
H -12.881 -21.379 -5.938
H -12.570 -22.885 -5.179
H -14.870 -22.209 -4.627
H -13.796 -22.236 -3.164
H -14.284 -20.639 -3.856
H -10.570 -19.796 -3.393
H -12.260 -19.966 -3.036
H -11.942 -17.895 -4.525
H -12.913 -19.095 -5.324
H -11.204 -19.004 -5.720
C -7.399 -26.966 -14.616
C -6.959 -26.551 -13.197
N -6.210 -25.318 -13.084
C -6.975 -24.154 -13.588
C -8.301 -24.009 -12.869
C -4.852 -25.318 -13.663
C -3.969 -26.205 -12.807
H -7.881 -27.968 -14.644
H -6.629 -27.146 -15.361
H -8.176 -26.251 -15.012
H -7.898 -26.486 -12.646
H -6.419 -27.400 -12.745
H -6.298 -23.267 -13.469
H -7.008 -24.256 -14.678
H -8.867 -23.214 -13.337
H -8.757 -24.951 -12.990
H -8.026 -23.888 -11.778
H -4.545 -24.310 -13.709
H -4.874 -25.656 -14.724
H -4.127 -27.246 -13.147
H -4.300 -26.042 -11.734
H -2.877 -25.917 -13.019

The value obtained for the HOMO-LUMO gap is 8.36 eV. For the HOMO energy, the calculation gives -7.7080 eV. Its multiplicity is 1. Its net charge is 0.


Stability comparison, relative energies in eV: *1* 0.000; *2* 5.404